The following is a DFT calculation (wB97M-V/def2-TZVPD) of C30H45ClO2P2Sn as an isolated structure at a distorted geometry.

Structure (XYZ):
```
81
Properties=species:S:1:pos:R:3:forces:R:3
Sn -1.9083 0.9220 0.3154 3.1 -3.4 0.2
C 2.5788 0.7799 -0.3129 -0.4 -0.5 0.9
C 2.2752 1.0882 1.0432 0.6 0.0 -1.7
C 2.1916 -1.1998 0.8076 -0.4 1.5 2.3
C 2.5308 -0.6338 -0.4551 0.0 1.5 -0.3
C 2.0602 -0.1361 1.7409 -0.3 -2.6 -1.4
C 2.9183 1.7484 -1.3712 0.3 0.3 -0.4
H 2.3768 2.6903 -1.2290 0.1 0.0 -0.1
H 2.6631 1.3438 -2.3560 0.1 0.2 0.1
H 3.9936 1.9835 -1.3755 -0.2 0.1 -0.1
C 2.7404 -1.3909 -1.6986 0.3 -0.2 -0.5
H 3.2760 -0.7855 -2.4399 -0.1 -0.2 0.1
H 1.7828 -1.7017 -2.1498 0.2 0.1 0.2
H 3.3319 -2.2988 -1.5135 -0.2 0.2 -0.1
C 2.0616 -2.6420 1.0827 -0.1 -0.6 0.1
H 3.0489 -3.1245 1.1769 -0.3 0.1 0.0
H 1.5215 -3.1577 0.2742 0.1 0.1 0.2
H 1.5252 -2.8086 2.0242 0.1 -0.1 -0.2
C 1.7416 -0.2799 3.1711 0.0 0.0 0.6
H 2.6567 -0.4261 3.7620 -0.2 0.0 0.0
H 1.0962 -1.1493 3.3451 0.1 0.2 0.1
H 1.2437 0.6170 3.5558 0.0 -0.2 0.1
C 2.2583 2.4329 1.6470 -0.2 0.5 0.2
H 3.2167 2.6832 2.1374 -0.3 -0.1 -0.2
H 1.4716 2.5040 2.4123 0.2 0.1 -0.1
H 2.0669 3.1984 0.8832 0.1 -0.1 0.2
C -5.1350 2.9923 -2.1695 0.6 1.8 -1.0
C -4.2404 4.0110 -2.1098 -1.8 -0.1 -1.2
C -4.3438 5.1569 -1.1509 0.0 0.4 0.2
C -4.9662 4.7938 0.2277 -0.4 1.9 -0.1
C -4.4938 3.5621 0.8486 0.4 0.1 0.9
C -5.4227 2.4431 1.0784 -2.1 -1.0 -0.9
C -6.5350 2.2475 -0.0363 -0.4 0.2 0.7
C -6.4270 2.9518 -1.4130 -0.8 -0.3 0.0
H -4.9249 5.9914 -1.5949 0.3 -0.4 0.2
H -6.0639 4.8934 0.1918 0.5 -0.3 0.0
H -3.3401 5.5741 -0.9699 -0.3 -0.1 -0.1
H -6.8985 3.9418 -1.3296 0.5 -0.3 -0.2
H -4.9848 2.2003 -2.9239 -0.3 0.7 0.4
H -3.4992 4.1589 -2.9140 -0.4 -0.4 0.5
H -7.1078 2.3772 -2.0536 0.0 0.2 0.1
H -6.7605 1.1777 -0.2024 0.2 0.4 0.3
H -6.0133 2.5327 2.0228 0.5 0.2 -0.2
H -7.4154 2.6894 0.4594 0.0 -0.5 -0.5
H -4.6574 5.5998 0.9169 -0.1 -0.1 -0.3
H -3.6472 3.6801 1.5263 -0.2 -0.1 -0.4
P -2.4828 1.6034 -2.1249 0.2 -0.4 1.1
C -2.7203 1.0013 -3.7977 0.4 -0.7 -0.6
C -1.5710 3.1482 -1.7013 0.7 0.1 -0.2
P -4.4401 0.9791 1.4237 3.2 0.3 0.0
C -3.7482 1.1727 -0.9838 -1.8 1.2 -1.4
C -3.3593 1.6759 2.7188 0.0 0.0 0.7
C -4.6328 -0.7819 1.6772 -1.0 -0.5 0.4
H -2.2397 0.0086 -3.8029 -0.1 0.3 -0.3
H -2.2105 1.6589 -4.5231 0.0 -0.2 0.4
H -3.7831 0.9170 -4.0832 0.4 0.1 0.4
H -2.0934 3.8974 -1.0920 -0.2 -0.5 -0.2
H -1.2563 3.6377 -2.6332 -0.1 -0.1 0.1
H -0.6615 2.8475 -1.1519 -0.2 0.3 -0.5
H -5.6614 -1.1506 1.5869 0.2 0.1 -0.1
H -4.2854 -0.9723 2.6947 -0.1 0.0 0.0
H -3.9662 -1.2974 0.9766 -0.1 0.0 -0.1
H -4.4857 0.4182 -1.2729 0.5 -0.1 -0.1
H -4.2460 2.1138 -0.7301 0.5 -0.6 0.1
H -2.8269 0.8604 3.2047 0.0 0.0 0.2
H -3.9313 2.2652 3.4420 0.0 -0.2 0.2
H -2.6016 2.3377 2.2698 -0.5 -0.3 0.5
Cl -1.6124 -7.8351 -1.7494 0.0 -0.3 0.1
C -1.4597 -6.1477 -1.5329 0.0 1.2 0.0
C -1.2150 -5.3362 -2.6532 0.1 0.5 0.4
C -1.1030 -3.9494 -2.4894 -0.2 -0.1 0.3
C -1.3011 -3.3644 -1.2240 0.4 0.1 0.3
C -1.5146 -4.1860 -0.0978 -0.2 -0.2 -0.4
C -1.6047 -5.5773 -0.2554 0.2 0.3 -0.4
C -1.2260 -1.8476 -1.0906 0.5 0.1 -1.8
O -0.6562 -1.1583 -1.9679 -1.0 -0.5 1.4
O -1.8784 -1.3417 -0.0782 -0.4 1.5 0.8
H -1.1110 -5.7725 -3.6449 0.0 0.0 0.3
H -0.8787 -3.3019 -3.3456 -0.1 -0.3 0.4
H -1.6236 -3.7434 0.9019 0.1 -0.2 -0.5
H -1.7897 -6.2344 0.5901 0.1 0.2 -0.1
```
Forces are in eV/Å.

Output
- charge = +2
- HOMO-LUMO gap (spin up / spin down) (hartree) = 0.08585 / 0.08612
- DFT total energy (hartree) = -2676.93526

=====

The following is a DFT calculation (wB97M-V/def2-TZVPD) of a 3-piece molecular cluster, C2H11N2O2 overall at a distorted geometry.

Structure (XYZ):
```
17
Properties=species:S:1:pos:R:3:forces:R:3
C 0.0439 0.0361 0.0436 -3.7 1.2 3.9
C 1.1691 0.1059 -0.7592 2.8 -1.5 -3.6
N 1.9444 -1.1129 -1.1388 -1.2 0.8 1.3
N -1.2707 0.0764 -0.2223 4.2 2.2 0.7
H 0.3309 0.0543 1.1454 -0.5 1.1 -0.7
H 1.6931 1.0004 -1.0335 -0.5 1.0 0.1
H 2.9591 -0.9595 -1.3861 -1.0 -0.3 0.4
H 1.7412 -1.6275 -0.2772 1.5 -1.2 -0.1
H 1.4196 -1.6113 -1.8591 0.4 -0.2 -0.7
H -1.9597 0.5815 0.3024 0.1 0.2 1.7
H -1.6568 -0.7677 -0.4650 -2.1 -3.3 -3.0
H 0.5423 2.3539 1.1253 1.1 1.6 0.9
H 1.5292 3.3929 1.9303 -0.6 -0.4 -0.2
O 1.3235 2.9631 1.0828 -0.6 -1.2 -0.7
H -3.4842 -1.5061 0.9878 -2.9 1.6 2.1
H -2.8741 -2.9050 0.8055 0.1 2.8 -1.1
O -2.8528 -1.9135 0.4854 2.9 -4.4 -1.2
```
Forces are in eV/Å.

Output
- charge = +2
- HOMO-LUMO gap (spin up / spin down) (hartree) = 0.22826 / 0.22670
- DFT total energy (hartree) = -341.92290
- 2S+1 = 2

=====

The following is a DFT calculation (wB97M-V/def2-TZVPD) of a 8-piece molecular cluster, C19H52ClO11 overall at a distorted geometry.

Structure (XYZ):
```
83
Properties=species:S:1:pos:R:3:forces:R:3
Cl -0.5674 -0.2639 0.5047 0.6 0.0 -0.5
O -0.7413 -1.6478 0.8478 0.1 0.0 0.0
O 0.3697 0.3571 1.4213 -0.2 -0.1 0.3
O -0.0009 -0.1644 -0.8337 -0.3 0.0 0.1
O -1.8389 0.4152 0.5565 0.0 0.2 0.1
C -2.7781 2.1177 -2.6936 -0.2 0.4 -0.4
C -3.8969 2.2330 -1.6780 -0.1 -0.3 0.4
C -5.1983 2.7192 -2.2814 0.2 -0.1 0.0
O -4.1520 0.9679 -1.0555 0.1 0.5 -0.3
H -1.8732 1.7276 -2.2315 0.1 -0.1 0.0
H -2.5676 3.1018 -3.1323 0.1 -0.1 0.2
H -3.0902 1.4790 -3.5240 0.1 -0.2 0.1
H -3.5894 2.9411 -0.8933 0.0 0.0 -0.1
H -5.0492 3.7002 -2.7338 -0.1 0.1 0.0
H -5.9547 2.7760 -1.4992 -0.1 0.1 -0.1
H -5.5407 2.0312 -3.0577 0.0 0.0 0.0
H -3.3281 0.7390 -0.5976 -0.1 -0.3 0.1
C 3.0384 2.3583 0.5095 -0.3 -0.2 0.2
C 3.4623 2.7015 -0.9025 0.1 -0.2 0.0
C 2.3768 2.4001 -1.9193 -0.8 0.7 0.0
O 3.8528 4.0870 -0.9344 0.0 -0.3 0.1
H 2.2200 2.9918 0.8603 0.1 0.1 -0.1
H 3.8737 2.4247 1.2090 0.0 0.2 -0.1
H 2.6508 1.3382 0.5493 0.0 0.0 -0.1
H 4.3274 2.0599 -1.1304 0.1 0.2 -0.1
H 1.9835 1.3930 -1.7907 0.2 -0.2 -0.2
H 2.6637 2.6151 -2.9528 0.3 -0.4 0.1
H 1.5106 3.0603 -1.7647 0.2 -0.1 0.3
H 4.4151 4.2179 -1.7017 0.0 0.0 -0.1
C 0.5407 3.9947 4.1093 0.7 0.4 -0.3
C 0.2107 2.5158 4.1298 -0.6 -0.1 0.4
C 1.4321 1.6650 4.3527 0.9 -0.1 -0.2
O -0.6996 2.2096 5.2186 0.3 0.1 -0.1
H 1.0872 4.2503 3.1907 -0.2 -0.1 0.0
H 1.2359 4.2710 4.9101 -0.3 -0.1 0.2
H -0.3349 4.6416 4.1625 -0.1 -0.1 0.0
H -0.2781 2.2285 3.1942 0.1 0.0 0.0
H 1.7942 1.7384 5.3827 -0.3 -0.1 0.1
H 2.2832 2.0046 3.7486 -0.3 0.1 -0.2
H 1.2859 0.6219 4.0785 -0.3 0.0 0.2
H -1.5442 2.6297 5.0315 0.0 0.0 -0.1
C 0.0020 -1.0624 -4.6609 -0.1 -0.1 -0.2
C 0.4155 0.2637 -5.2684 -0.2 0.0 -0.5
C 1.9187 0.4399 -5.2810 0.3 0.1 0.3
O -0.1015 0.4207 -6.6185 0.1 -0.1 0.4
H 0.5373 -1.9070 -5.1136 0.1 0.1 0.1
H -1.0597 -1.2546 -4.8292 0.0 0.2 0.2
H 0.1990 -1.0535 -3.5915 0.0 -0.1 0.1
H -0.0561 1.0677 -4.7050 0.0 0.1 0.0
H 2.2215 1.4466 -5.5730 -0.1 0.0 -0.2
H 2.3659 -0.2872 -5.9633 0.0 0.0 0.0
H 2.3455 0.2830 -4.2855 -0.1 -0.1 0.0
H -0.0788 -0.4462 -7.0353 0.0 0.0 0.0
C -4.3883 -4.4435 4.1544 0.0 0.1 0.0
C -4.1421 -3.9614 2.7206 -0.1 -0.5 0.4
C -3.5044 -2.6018 2.6690 -0.2 0.6 0.0
O -3.2825 -4.8743 2.0219 -0.2 0.1 0.1
H -4.9284 -3.6781 4.7184 0.0 0.0 0.0
H -3.4406 -4.6403 4.6599 0.0 0.1 -0.1
H -4.9856 -5.3598 4.1877 0.0 0.0 -0.1
H -5.1189 -3.9386 2.2157 0.1 0.1 -0.1
H -4.2122 -1.8308 2.9909 -0.1 -0.1 -0.1
H -3.2143 -2.3692 1.6466 0.2 0.0 0.1
H -2.6463 -2.4838 3.3317 0.2 -0.3 -0.2
H -3.7558 -5.7071 1.9363 0.1 0.0 0.0
C 2.7126 -1.9383 -2.2241 0.4 0.1 -0.4
C 2.3457 -3.0808 -1.3133 0.0 0.0 0.7
C 2.9211 -2.8404 0.0855 0.3 -0.2 -0.2
O 0.9387 -3.2399 -1.2554 0.2 0.0 -0.1
H 2.1842 -1.0428 -1.8907 0.0 0.0 -0.1
H 2.4587 -2.1481 -3.2651 -0.2 0.0 0.1
H 3.7903 -1.7464 -2.1902 0.0 0.1 0.0
H 2.7479 -4.0299 -1.6748 -0.1 0.0 -0.2
H 4.0163 -2.9109 0.0674 -0.1 0.0 0.0
H 2.5457 -3.5932 0.7766 -0.1 0.1 0.1
H 2.6711 -1.8364 0.4375 -0.2 -0.1 0.1
H 0.5913 -2.4447 -0.8255 -0.3 -0.1 0.0
C 2.8769 -1.8997 3.5134 0.5 0.1 0.2
O 1.4927 -1.9369 3.3254 -0.3 0.0 0.1
H 3.2632 -0.8754 3.6113 0.0 -0.1 -0.1
H 3.1106 -2.4137 4.4493 -0.1 0.0 0.0
H 3.4307 -2.4119 2.7162 -0.1 0.1 0.0
H 1.2218 -1.2816 2.6689 -0.1 0.0 -0.1
```
Forces are in eV/Å.

Output
- charge = -1
- HOMO-LUMO gap (hartree) = 0.36044
- DFT total energy (hartree) = -2042.76050

=====

The following is a DFT calculation (wB97M-V/def2-TZVPD) of C6H25N12O7Tl as an isolated structure at a distorted geometry.

Structure (XYZ):
```
51
Properties=species:S:1:pos:R:3:forces:R:3
Tl 0.4805 -0.6029 -0.1137 0.1 0.2 0.2
O -1.4568 0.8877 -1.6093 -0.2 0.4 0.4
H -1.2905 1.8231 -1.8372 0.2 -0.1 0.4
C -0.6577 -2.4811 3.3556 0.7 1.3 -2.3
O -0.4316 -1.8707 2.3151 -0.3 0.1 0.1
N -1.8141 -2.6283 3.9397 -4.7 0.7 0.4
N 0.2150 -3.1121 4.0683 4.4 -2.3 2.2
H -1.9674 -3.2743 4.7008 -0.1 0.4 -0.3
H -2.5526 -2.0207 3.6149 -0.1 -0.4 0.2
H 1.2019 -3.1187 3.8537 -0.4 0.1 -0.1
H -0.0541 -3.4353 4.9866 0.5 0.1 -0.3
C -0.2886 -1.3077 -3.8700 0.8 -1.1 -0.9
O 0.5078 -1.2942 -2.9847 2.0 0.4 2.7
N -0.0716 -1.8767 -5.0260 1.2 -1.9 -3.5
N -1.4808 -0.8095 -3.8555 -3.8 2.3 1.5
H 0.7559 -2.4372 -5.1722 -0.3 0.1 0.0
H -0.8888 -1.9828 -5.6099 0.8 -0.4 -0.3
H -1.6473 -0.2862 -3.0078 -0.7 0.1 -0.3
H -2.1103 -0.8500 -4.6443 0.2 0.2 0.5
C 0.4149 3.0837 1.1942 -0.5 -0.6 0.3
O 0.6843 1.9472 1.4490 1.0 -2.0 0.7
N 0.9844 4.1715 1.6202 3.4 2.9 2.0
N -0.6314 3.4137 0.4979 -4.2 0.1 -3.1
H 0.5651 5.0786 1.4739 0.4 -0.3 0.2
H 1.8100 4.0978 2.1974 -0.3 0.2 -0.2
H -1.2562 2.6577 0.2569 0.0 0.4 -0.1
H -0.7964 4.3516 0.1614 -0.2 -0.5 0.1
C -3.1910 -2.2721 -0.2225 1.1 1.2 -0.8
O -2.0391 -2.0828 -0.4124 4.2 0.2 -0.7
N -4.1292 -1.8111 -0.9695 -3.3 2.3 -4.0
N -3.7355 -2.8426 0.7733 -1.5 -3.8 5.7
H -3.8460 -1.1354 -1.6647 -0.6 -0.1 0.1
H -5.0558 -1.8791 -0.5734 0.0 0.8 -1.0
H -4.7220 -3.0400 0.6831 0.5 -0.5 0.7
H -3.1539 -3.4260 1.3576 -0.3 0.0 0.1
C 1.5648 2.2673 -2.9094 -2.0 -3.2 2.6
O 1.5009 1.6374 -1.8144 0.2 1.7 -1.4
N 0.4897 2.2742 -3.7277 -0.8 0.5 -0.7
N 2.6423 2.8116 -3.3980 2.8 1.4 -0.4
H -0.3911 2.0031 -3.3142 0.5 -0.1 -0.6
H 0.4939 2.9029 -4.5182 -0.4 -0.1 0.2
H 2.7508 3.1140 -4.3556 -0.2 -0.1 0.3
H 3.4572 2.8246 -2.8014 -0.1 -0.1 -0.2
C 3.2778 0.0032 2.8104 -3.3 0.7 -3.0
O 2.4999 -0.0572 1.8669 0.4 -0.9 -0.6
N 3.7363 -0.9823 3.5142 1.7 -4.3 1.9
N 3.6261 1.1246 3.3588 1.8 4.1 1.8
H 4.3735 -0.7265 4.2549 -0.1 -0.8 -0.1
H 3.8180 -1.9057 3.1132 -0.1 0.3 0.1
H 3.3955 2.0437 3.0091 -0.1 -0.6 -0.1
H 4.4131 1.0300 3.9847 -0.2 1.0 -0.1
```
Forces are in eV/Å.

Output
- charge = +1
- HOMO-LUMO gap (spin up / spin down) (hartree) = 0.35191 / 0.22406
- DFT total energy (hartree) = -1599.74046
- 2S+1 = 2

=====

Repeat the fourth record exactly.
The following is a DFT calculation (wB97M-V/def2-TZVPD) of C6H25N12O7Tl as an isolated structure at a distorted geometry.

Structure (XYZ):
```
51
Properties=species:S:1:pos:R:3:forces:R:3
Tl 0.4805 -0.6029 -0.1137 0.1 0.2 0.2
O -1.4568 0.8877 -1.6093 -0.2 0.4 0.4
H -1.2905 1.8231 -1.8372 0.2 -0.1 0.4
C -0.6577 -2.4811 3.3556 0.7 1.3 -2.3
O -0.4316 -1.8707 2.3151 -0.3 0.1 0.1
N -1.8141 -2.6283 3.9397 -4.7 0.7 0.4
N 0.2150 -3.1121 4.0683 4.4 -2.3 2.2
H -1.9674 -3.2743 4.7008 -0.1 0.4 -0.3
H -2.5526 -2.0207 3.6149 -0.1 -0.4 0.2
H 1.2019 -3.1187 3.8537 -0.4 0.1 -0.1
H -0.0541 -3.4353 4.9866 0.5 0.1 -0.3
C -0.2886 -1.3077 -3.8700 0.8 -1.1 -0.9
O 0.5078 -1.2942 -2.9847 2.0 0.4 2.7
N -0.0716 -1.8767 -5.0260 1.2 -1.9 -3.5
N -1.4808 -0.8095 -3.8555 -3.8 2.3 1.5
H 0.7559 -2.4372 -5.1722 -0.3 0.1 0.0
H -0.8888 -1.9828 -5.6099 0.8 -0.4 -0.3
H -1.6473 -0.2862 -3.0078 -0.7 0.1 -0.3
H -2.1103 -0.8500 -4.6443 0.2 0.2 0.5
C 0.4149 3.0837 1.1942 -0.5 -0.6 0.3
O 0.6843 1.9472 1.4490 1.0 -2.0 0.7
N 0.9844 4.1715 1.6202 3.4 2.9 2.0
N -0.6314 3.4137 0.4979 -4.2 0.1 -3.1
H 0.5651 5.0786 1.4739 0.4 -0.3 0.2
H 1.8100 4.0978 2.1974 -0.3 0.2 -0.2
H -1.2562 2.6577 0.2569 0.0 0.4 -0.1
H -0.7964 4.3516 0.1614 -0.2 -0.5 0.1
C -3.1910 -2.2721 -0.2225 1.1 1.2 -0.8
O -2.0391 -2.0828 -0.4124 4.2 0.2 -0.7
N -4.1292 -1.8111 -0.9695 -3.3 2.3 -4.0
N -3.7355 -2.8426 0.7733 -1.5 -3.8 5.7
H -3.8460 -1.1354 -1.6647 -0.6 -0.1 0.1
H -5.0558 -1.8791 -0.5734 0.0 0.8 -1.0
H -4.7220 -3.0400 0.6831 0.5 -0.5 0.7
H -3.1539 -3.4260 1.3576 -0.3 0.0 0.1
C 1.5648 2.2673 -2.9094 -2.0 -3.2 2.6
O 1.5009 1.6374 -1.8144 0.2 1.7 -1.4
N 0.4897 2.2742 -3.7277 -0.8 0.5 -0.7
N 2.6423 2.8116 -3.3980 2.8 1.4 -0.4
H -0.3911 2.0031 -3.3142 0.5 -0.1 -0.6
H 0.4939 2.9029 -4.5182 -0.4 -0.1 0.2
H 2.7508 3.1140 -4.3556 -0.2 -0.1 0.3
H 3.4572 2.8246 -2.8014 -0.1 -0.1 -0.2
C 3.2778 0.0032 2.8104 -3.3 0.7 -3.0
O 2.4999 -0.0572 1.8669 0.4 -0.9 -0.6
N 3.7363 -0.9823 3.5142 1.7 -4.3 1.9
N 3.6261 1.1246 3.3588 1.8 4.1 1.8
H 4.3735 -0.7265 4.2549 -0.1 -0.8 -0.1
H 3.8180 -1.9057 3.1132 -0.1 0.3 0.1
H 3.3955 2.0437 3.0091 -0.1 -0.6 -0.1
H 4.4131 1.0300 3.9847 -0.2 1.0 -0.1
```
Forces are in eV/Å.

Output
- charge = +1
- HOMO-LUMO gap (spin up / spin down) (hartree) = 0.35191 / 0.22406
- DFT total energy (hartree) = -1599.74046
- 2S+1 = 2